No. 1
The molecule C3H5N. Source: the OMol25 dataset; level of theory: ωB97M-V/def2-TZVPD.

Last column: Mulliken charge in e.
Atoms and positions in Å:
1 H -0.241 1.240 -0.111  0.3264
2 H -2.123 -0.291 -0.162  0.2897
3 H 1.411 0.614 -0.346  0.2987
4 H 0.608 0.427 1.203  0.2609
5 C -0.097 -0.879 -0.308  -0.1104
6 N -2.046 -2.224 -0.716  -0.5145
7 C 0.444 0.425 0.120  -0.9630
8 H 0.586 -1.696 -0.483  0.3579
9 C -1.471 -1.146 -0.407  0.0543

Properties
Net charge: 0
E_tot: -4678.685 eV
F_max: 0.9 eV/Å
ΔE to the lowest compared entry with this formula, charge and spin: 306.1 kJ/mol
HOMO (spin up / spin down): -9.57 / -8.38 eV

No. 2
A structure of composition C3H5N2 in a non-equilibrium geometry. Source: the OMol25 dataset; level of theory: ωB97M-V/def2-TZVPD.

Last column: Mulliken charge in e.
Atoms and positions in Å:
1 N 1.182 -0.084 -0.046  -0.0914
2 H -2.152 -0.073 -0.848  0.2932
3 H -0.883 -0.332 -2.027  0.2842
4 N -0.250 0.242 1.369  0.1241
5 C 1.030 0.386 1.435  -0.0750
6 H -0.928 0.445 2.072  0.1947
7 H 1.808 -0.832 -0.290  0.3199
8 C -1.158 -0.127 -1.021  -0.7058
9 H 1.682 0.540 -0.669  0.3351
10 C -0.332 -0.165 0.025  0.3210

Properties
Net charge: +1
E_tot: -6161.000 eV
F_max: 3.3 eV/Å
ΔE to the lowest compared entry with this formula, charge and spin: 472.0 kJ/mol
HOMO: -15.15 eV